(1)
Here is one molecule with the formula C7H10O from OMol25. Energies are from ωB97M-V/def2-TZVPD.

XYZ file:
```
18
Properties=species:S:1:pos:R:3:lowdin_charge:R:1
O -0.9609 -0.3526 1.2570 0.09
C 1.2310 -0.1856 0.4137 -0.13
C 1.9736 -0.8427 1.5590 -0.16
C -0.2817 -0.3180 0.2480 -0.33
C -1.0136 -0.4295 -1.0271 -0.20
C -2.4779 0.1169 -1.2151 -0.09
C 1.8981 0.6253 1.6470 -0.07
C -1.3459 0.7250 -1.8533 -0.19
H 1.8701 -0.0842 -0.4774 0.13
H -1.0229 1.7239 -1.4830 0.12
H -3.0521 -0.5143 -1.8709 0.10
H 1.2181 0.9878 2.4113 0.10
H 2.7133 1.2878 1.4098 0.09
H 1.4400 -1.4416 2.2909 0.11
H -1.1684 0.7346 -2.9680 0.12
H 2.8833 -1.3054 1.5293 0.07
H -0.9231 -1.3019 -1.5501 0.11
H -2.9810 0.5746 -0.3210 0.13
```

## Properties
Calculated total energy: -347.86684 Eh
Energy above the lowest of the compared OMol25 structures with the same formula, charge and spin: 2.622 eV
HOMO level: -0.350 hartree
Kohn-Sham gap: 10.63 eV
Structure (SMILES): O=C(C1CC1)C1CC1


(2)
Here is one molecule with the formula C7H10O from OMol25. Energies are from ωB97M-V/def2-TZVPD.

XYZ file:
```
18
Properties=species:S:1:pos:R:3:lowdin_charge:R:1
O 1.1612 -1.6475 -0.4711 -0.01
C 0.7256 0.7231 0.1288 -0.24
C 2.0011 1.0947 0.1455 0.06
C -0.5299 1.6092 0.1215 -0.12
C -0.7843 -1.1784 1.0173 0.00
C 0.2758 -0.6802 0.0351 -0.46
C -1.6845 0.7451 -0.4786 -0.15
C -1.1896 -0.6907 -0.3674 -0.20
H 2.8712 0.4006 0.0986 0.08
H -1.6649 -1.4499 -1.0441 0.16
H -2.6587 0.9240 0.0245 0.11
H -0.9525 -0.6001 1.9130 0.11
H 1.7248 -1.0761 -1.1475 0.15
H -0.7431 1.9059 1.1612 0.12
H -0.3951 2.5099 -0.4345 0.10
H -0.7809 -2.2727 1.0734 0.12
H 2.2448 2.1564 0.0957 0.06
H -1.8209 0.9447 -1.5846 0.12
```

## Properties
Calculated total energy: -347.90358 Eh
Energy above the lowest of the compared OMol25 structures with the same formula, charge and spin: 1.622 eV
HOMO level: -0.325 hartree
Kohn-Sham gap: 9.81 eV
Structure (SMILES): C=C1CC[C@@H]2C[C@]12O


(3)
Here is one molecule with the formula C7H10O from OMol25. Energies are from ωB97M-V/def2-TZVPD.

XYZ file:
```
18
Properties=species:S:1:pos:R:3:lowdin_charge:R:1
O 0.1055 -2.3093 -0.5880 0.16
C -2.1616 -0.1266 -0.6394 -0.07
C 1.2661 0.9355 -1.1426 -0.03
C 0.2029 -1.1745 -0.2696 -0.32
C 2.1332 -0.2812 0.8803 0.07
C -1.0648 -0.2346 0.3655 -0.27
C -1.1166 0.1199 1.6348 0.05
C 1.2291 -0.1581 -0.1099 -0.34
H 0.6888 1.7847 -0.7764 0.09
H -2.4650 -1.1218 -0.9697 0.09
H -1.9958 0.5721 2.0717 0.07
H -3.0313 0.3782 -0.2205 0.08
H 2.1401 -1.1316 1.5449 0.07
H 2.2907 1.2542 -1.3264 0.08
H -0.2296 0.0709 2.2599 0.06
H 2.9987 0.3637 0.9048 0.06
H -1.8288 0.4236 -1.5220 0.08
H 0.8383 0.6349 -2.0973 0.09
```

## Properties
Calculated total energy: -347.87770 Eh
Energy above the lowest of the compared OMol25 structures with the same formula, charge and spin: 2.326 eV
HOMO level: -0.324 hartree
Kohn-Sham gap: 9.65 eV
Structure (SMILES): C=C(C)C(=O)C(=C)C